Computed, not measured: C7HNO3S as an isolated structure, with wB97M-V/def2-TZVPD.

Element x y z (Å)
C (2.424, -2.171, 1.215)
C (-2.316, 1.296, -0.072)
C (2.065, -1.087, 0.498)
C (-2.396, 0.969, 1.334)
C (-0.685, 0.126, 0.788)
C (-1.179, 0.599, -0.452)
C (1.534, -0.273, -0.252)
N (2.694, -3.174, 1.696)
O (1.659, 0.352, -2.804)
O (-1.259, 0.551, 1.897)
O (-0.490, 0.343, -1.632)
S (1.045, 0.876, -1.610)
H (-3.097, 1.593, -0.606)

**Electronic energy**: -25731.2729 eV
**Multiplicity**: 1
**Frontier orbital gap (spin up / spin down)**: 0.253 / 0.253 Ha
**Total charge**: 0
**Lowest unoccupied orbital energy (spin up / spin down)**: -2.6126 / -2.6144 eV
**HOMO (spin up / spin down)**: -9.5 / -9.5 eV


Computed, not measured: a 9-piece molecular cluster, C81H171N9O9 overall, with wB97M-V/def2-TZVPD.

Element x y z (Å)
C (30.136, 5.149, 12.474)
C (29.705, 5.795, 13.838)
C (30.933, 5.906, 14.738)
C (30.673, 6.696, 16.007)
C (30.071, 8.059, 15.602)
C (28.859, 8.068, 14.632)
N (29.138, 7.133, 13.540)
O (28.033, 7.008, 12.660)
C (27.549, 7.801, 15.382)
C (28.879, 9.488, 14.033)
C (28.726, 4.786, 14.472)
H (30.092, 5.782, 11.585)
H (29.649, 4.206, 12.240)
H (31.204, 4.955, 12.596)
H (31.412, 4.943, 14.932)
H (31.750, 6.441, 14.239)
H (31.630, 6.863, 16.503)
H (29.962, 6.255, 16.707)
H (30.838, 8.706, 15.171)
H (29.706, 8.563, 16.501)
H (27.527, 6.816, 15.852)
H (27.374, 8.476, 16.221)
H (26.731, 7.875, 14.665)
H (28.145, 9.522, 13.223)
H (28.536, 10.222, 14.766)
H (29.856, 9.747, 13.632)
H (27.809, 4.618, 13.908)
H (28.508, 5.011, 15.517)
H (29.209, 3.804, 14.502)
H (28.469, 7.116, 11.807)
C (34.542, 14.260, 17.281)
C (34.919, 13.392, 16.056)
C (34.876, 11.946, 16.607)
C (33.481, 11.351, 16.774)
C (32.637, 11.400, 15.521)
C (32.660, 12.813, 14.873)
N (33.981, 13.470, 14.930)
O (33.880, 14.768, 14.379)
C (32.303, 12.559, 13.405)
C (31.541, 13.595, 15.573)
C (36.322, 13.665, 15.552)
H (34.461, 15.323, 17.024)
H (35.330, 14.270, 18.037)
H (33.609, 13.938, 17.742)
H (35.387, 11.291, 15.887)
H (35.463, 11.796, 17.514)
H (32.983, 11.709, 17.678)
H (33.703, 10.304, 17.014)
H (31.584, 11.240, 15.765)
H (32.868, 10.594, 14.823)
H (33.076, 12.040, 12.840)
H (31.383, 11.968, 13.327)
H (32.030, 13.414, 12.778)
H (31.457, 14.657, 15.306)
H (30.543, 13.211, 15.357)
H (31.663, 13.623, 16.659)
H (37.042, 13.642, 16.370)
H (36.454, 14.556, 14.935)
H (36.590, 12.894, 14.821)
H (33.203, 15.150, 14.963)
C (39.120, 11.058, 14.990)
C (40.015, 10.066, 15.720)
C (39.859, 10.274, 17.244)
C (40.455, 9.146, 18.086)
C (40.030, 7.746, 17.644)
C (40.276, 7.497, 16.132)
N (39.791, 8.672, 15.353)
O (39.785, 8.499, 13.984)
C (41.776, 7.256, 15.814)
C (39.399, 6.324, 15.760)
C (41.504, 10.489, 15.465)
H (39.490, 11.204, 13.972)
H (39.195, 12.045, 15.447)
H (38.071, 10.764, 14.950)
H (40.430, 11.122, 17.624)
H (38.806, 10.280, 17.548)
H (40.339, 9.340, 19.152)
H (41.534, 9.194, 17.889)
H (38.962, 7.577, 17.798)
H (40.602, 7.008, 18.209)
H (41.887, 6.171, 15.811)
H (42.031, 7.662, 14.835)
H (42.442, 7.796, 16.485)
H (39.744, 5.424, 16.270)
H (38.328, 6.491, 15.864)
H (39.501, 6.088, 14.693)
H (41.616, 11.567, 15.311)
H (41.851, 10.021, 14.541)
H (42.238, 10.308, 16.252)
H (38.877, 8.494, 13.662)
C (28.862, 13.788, 9.354)
C (28.570, 12.316, 9.677)
C (27.394, 11.898, 8.797)
C (27.147, 10.395, 8.753)
C (28.462, 9.705, 8.430)
C (29.676, 10.064, 9.309)
N (29.779, 11.504, 9.401)
O (30.899, 11.986, 10.103)
C (29.571, 9.270, 10.657)
C (30.936, 9.552, 8.597)
C (28.203, 12.232, 11.170)
H (29.292, 13.897, 8.353)
H (29.696, 14.148, 9.969)
H (28.093, 14.541, 9.521)
H (26.487, 12.314, 9.248)
H (27.555, 12.448, 7.868)
H (26.264, 10.177, 8.153)
H (26.848, 10.034, 9.744)
H (28.766, 9.984, 7.416)
H (28.291, 8.627, 8.470)
H (30.173, 8.361, 10.557)
H (30.145, 9.751, 11.453)
H (28.552, 9.005, 10.932)
H (30.972, 8.505, 8.296)
H (31.128, 10.106, 7.674)
H (31.769, 9.725, 9.284)
H (27.374, 12.917, 11.386)
H (29.052, 12.483, 11.803)
H (27.713, 11.291, 11.432)
H (31.496, 12.190, 9.374)
C (37.997, 4.619, 18.779)
C (36.803, 5.363, 19.373)
C (37.291, 6.010, 20.700)
C (36.602, 7.265, 21.235)
C (36.280, 8.278, 20.128)
C (35.668, 7.643, 18.883)
N (36.372, 6.441, 18.482)
O (35.850, 5.910, 17.258)
C (34.176, 7.364, 19.189)
C (35.716, 8.675, 17.755)
C (35.656, 4.431, 19.787)
H (37.715, 4.225, 17.799)
H (38.370, 3.809, 19.406)
H (38.864, 5.238, 18.546)
H (37.227, 5.253, 21.487)
H (38.366, 6.216, 20.673)
H (37.175, 7.830, 21.972)
H (35.670, 7.049, 21.766)
H (37.207, 8.786, 19.837)
H (35.649, 9.084, 20.503)
H (34.037, 6.739, 20.076)
H (33.615, 8.273, 19.415)
H (33.683, 6.805, 18.392)
H (35.345, 9.672, 18.010)
H (36.768, 8.893, 17.523)
H (35.253, 8.426, 16.799)
H (35.132, 4.805, 20.666)
H (36.080, 3.484, 20.140)
H (34.948, 4.147, 19.008)
H (36.493, 6.300, 16.653)
C (33.875, 19.693, 18.984)
C (32.799, 18.584, 18.985)
C (31.570, 19.153, 19.679)
C (30.319, 18.301, 19.526)
C (30.029, 18.086, 18.015)
C (31.225, 17.548, 17.201)
N (32.467, 18.163, 17.621)
O (33.599, 17.787, 16.864)
C (31.297, 16.018, 17.421)
C (30.919, 17.904, 15.747)
C (33.410, 17.408, 19.780)
H (33.679, 20.462, 18.231)
H (34.895, 19.334, 18.853)
H (33.854, 20.255, 19.921)
H (31.838, 19.326, 20.724)
H (31.396, 20.146, 19.251)
H (29.511, 18.792, 20.078)
H (30.330, 17.363, 20.093)
H (29.649, 19.053, 17.687)
H (29.233, 17.348, 18.130)
H (31.328, 15.670, 18.454)
H (30.423, 15.536, 16.966)
H (32.140, 15.524, 16.927)
H (29.868, 17.686, 15.538)
H (31.100, 18.966, 15.595)
H (31.447, 17.223, 15.076)
H (33.859, 17.759, 20.713)
H (34.254, 17.006, 19.216)
H (32.688, 16.621, 19.990)
H (33.679, 18.555, 16.283)
C (37.486, 19.148, 14.160)
C (36.662, 20.239, 13.430)
C (37.148, 20.286, 11.955)
C (36.606, 19.268, 10.964)
C (35.113, 19.107, 11.127)
C (34.699, 18.837, 12.552)
N (35.221, 19.930, 13.369)
O (34.623, 20.005, 14.652)
C (33.164, 18.947, 12.552)
C (35.123, 17.436, 13.011)
C (36.849, 21.612, 14.085)
H (36.861, 18.811, 14.990)
H (38.417, 19.529, 14.588)
H (37.812, 18.291, 13.571)
H (36.886, 21.287, 11.594)
H (38.228, 20.119, 11.983)
H (37.176, 18.358, 11.197)
H (36.878, 19.448, 9.922)
H (34.678, 18.361, 10.462)
H (34.698, 20.092, 10.880)
H (32.876, 18.639, 13.563)
H (32.832, 19.966, 12.354)
H (32.649, 18.244, 11.900)
H (36.049, 16.978, 12.669)
H (35.153, 17.459, 14.106)
H (34.356, 16.673, 12.857)
H (37.753, 22.098, 13.725)
H (36.842, 21.435, 15.162)
H (36.015, 22.297, 13.927)
H (33.952, 20.680, 14.501)
C (24.629, 15.761, 18.393)
C (25.478, 15.240, 17.250)
C (24.597, 14.285, 16.427)
C (25.193, 13.940, 15.042)
C (25.727, 15.158, 14.291)
C (26.605, 16.109, 15.149)
N (25.944, 16.353, 16.408)
O (26.613, 17.375, 17.142)
C (28.014, 15.504, 15.263)
C (26.708, 17.369, 14.286)
C (26.668, 14.432, 17.883)
H (24.318, 14.952, 19.049)
H (23.712, 16.258, 18.059)
H (25.145, 16.565, 18.926)
H (24.454, 13.358, 16.998)
H (23.536, 14.555, 16.478)
H (24.444, 13.353, 14.510)
H (26.035, 13.270, 15.239)
H (24.908, 15.690, 13.805)
H (26.328, 14.691, 13.506)
H (28.102, 14.456, 15.550)
H (28.597, 15.500, 14.336)
H (28.625, 16.092, 15.955)
H (25.693, 17.766, 14.188)
H (27.258, 18.177, 14.770)
H (27.093, 17.133, 13.297)
H (26.234, 13.922, 18.740)
H (27.433, 15.152, 18.176)
H (27.136, 13.762, 17.169)
H (25.854, 17.901, 17.417)
C (36.209, 5.363, 12.647)
C (35.282, 6.240, 13.533)
C (36.224, 7.172, 14.291)
C (36.528, 8.482, 13.624)
C (35.277, 9.176, 13.057)
C (34.424, 8.265, 12.158)
N (34.267, 6.961, 12.775)
O (33.307, 6.142, 12.152)
C (33.026, 8.949, 12.116)
C (34.950, 8.159, 10.697)
C (34.611, 5.344, 14.579)
H (35.702, 4.467, 12.286)
H (37.002, 5.037, 13.328)
H (36.784, 5.818, 11.840)
H (35.903, 7.373, 15.322)
H (37.248, 6.810, 14.422)
H (37.227, 8.237, 12.807)
H (37.096, 9.238, 14.169)
H (35.633, 9.979, 12.405)
H (34.715, 9.658, 13.857)
H (32.321, 8.324, 11.559)
H (32.610, 8.844, 13.126)
H (33.001, 9.953, 11.704)
H (34.240, 7.726, 9.996)
H (35.195, 9.147, 10.306)
H (35.822, 7.521, 10.837)
H (33.948, 4.593, 14.150)
H (33.977, 5.954, 15.227)
H (35.357, 4.854, 15.206)
H (32.512, 6.481, 12.583)

**Electronic energy**: -118596.2713 eV
**Multiplicity**: 1
**SMILES**: CC1(C)CCCC(C)(C)N1O.CC1(C)CCCC(C)(C)N1O.CC1(C)CCCC(C)(C)N1O.CC1(C)CCCC(C)(C)N1O.CC1(C)CCCC(C)(C)N1O.CC1(C)CCCC(C)(C)N1O.CC1(C)CCCC(C)(C)N1O.CC1(C)CCCC(C)(C)N1O.CC1(C)CCCC(C)(C)N1O
**Frontier orbital gap**: 0.304 Ha
**Total charge**: 0
**Lowest unoccupied orbital energy**: 0.4672 eV
**HOMO**: -7.8 eV


Calculated values (kcal per mole) of energy relative to the best compared isomer or geometry (same formula, charge and spin) for the records, taken in order: 24.94; 96.10.